Density functional theory data (wB97M-V/def2-TZVPD) for the molecule C4H8O2.

Geometry as XYZ:
```
14
Properties=species:S:1:pos:R:3
C -1.243 0.005 0.506
C 1.278 1.089 1.418
O 1.537 0.936 0.148
C 1.118 -0.328 -0.401
C -0.362 -0.117 -0.736
O -0.833 -1.131 -1.600
H -1.182 -0.914 1.103
H -0.955 0.815 1.182
H -2.276 0.173 0.193
H 1.371 2.196 1.531
H 1.281 -1.125 0.333
H 1.705 -0.510 -1.305
H -0.404 0.814 -1.315
H -1.036 -1.903 -1.057
```

For the orbital gap, the calculation gives 9.374 eV. For the total energy, the calculation gives -307.56373 a.u.

Density functional theory data (wB97M-V/def2-TZVPD) for C16H26NO2P as an isolated structure.

Geometry as XYZ:
```
46
Properties=species:S:1:pos:R:3
C -0.477 1.675 3.473
H -1.203 2.498 2.981
H 0.152 2.251 4.028
H -0.966 0.987 3.963
C 0.542 1.309 2.408
C 1.481 0.091 3.018
C 2.261 -0.543 1.979
H 3.158 -1.116 2.119
H 2.959 0.350 1.241
C 1.451 -1.164 0.724
C 0.424 -0.436 0.078
C -0.255 0.316 1.269
H -1.089 1.252 0.982
H -1.002 -0.494 1.776
H 0.936 0.604 -0.455
O -0.542 -1.100 -0.519
P -2.145 -0.654 -0.717
O -3.006 -1.038 0.370
N -2.302 -1.836 -2.236
H -1.859 -1.794 -2.920
H -3.149 -2.075 -2.209
C -2.202 0.731 -1.493
C -1.322 1.265 -2.571
C -1.475 2.486 -2.961
C -2.239 3.527 -2.818
C -3.365 3.091 -1.679
C -3.218 1.906 -0.963
H -3.871 1.349 -0.497
H -4.114 3.635 -1.158
H -2.577 4.490 -2.943
H -0.678 2.959 -3.892
H -0.408 0.785 -2.871
H 0.927 -2.086 1.141
C 2.450 -1.679 -0.284
C 3.166 -2.988 0.198
H 3.645 -2.953 0.896
H 2.528 -3.699 0.215
H 3.691 -3.531 -0.507
C 1.758 -2.162 -1.724
H 0.970 -3.013 -1.551
H 1.181 -1.239 -2.103
H 2.430 -2.825 -2.260
H 3.227 -1.027 -0.494
H 2.145 0.631 3.770
H 1.081 -0.759 3.388
H 0.902 2.021 1.811
```

For the orbital gap, the calculation gives 8.017 eV. For the total energy, the calculation gives -1171.31369 a.u.

Density functional theory data (wB97M-V/def2-TZVPD) for C36H49N5P2PdSi as an isolated structure.

Geometry as XYZ:
```
94
Properties=species:S:1:pos:R:3
Pd 0.076 1.344 -2.955
C -1.470 1.387 -5.932
C -1.291 0.072 -5.834
C -0.567 -0.787 -6.813
C 0.790 -0.176 -7.247
C 1.528 0.512 -6.167
C 1.275 1.706 -5.615
C 0.451 2.811 -6.182
C -0.749 2.250 -6.913
C 0.861 1.217 -0.765
H -2.231 1.887 -5.318
H -1.859 -0.436 -5.051
H -1.142 -0.915 -7.744
H -0.428 -1.784 -6.369
H 1.379 -0.998 -7.633
H 0.654 0.483 -8.105
H 2.461 0.008 -5.887
H 1.786 1.984 -4.691
H 1.024 3.428 -6.875
H 0.152 3.430 -5.322
H -1.393 3.044 -7.307
H -0.432 1.643 -7.766
H 0.109 1.671 -0.099
H 1.891 1.548 -0.470
H 0.815 0.154 -0.456
P 1.637 -0.410 -2.629
P -1.795 -0.514 -2.179
N 3.139 0.630 -3.086
N 2.524 -1.679 -1.740
N -3.016 0.684 -2.919
N -3.255 -1.665 -1.723
C 0.603 -1.414 -3.804
C -0.872 -1.722 -3.328
C 2.951 1.996 -2.818
C 3.871 2.756 -3.517
C 4.749 1.845 -4.167
C 4.302 0.553 -3.870
C 3.375 -1.424 -0.643
C 3.996 -2.618 -0.281
C 3.436 -3.663 -1.087
C 2.500 -3.070 -1.925
C -2.660 2.052 -2.772
C -3.505 2.841 -3.563
C -4.444 1.957 -4.168
C -4.142 0.659 -3.737
C -4.384 -2.250 -2.304
C -5.065 -3.026 -1.347
C -4.322 -2.923 -0.125
C -3.249 -2.065 -0.381
H 1.167 -2.341 -3.988
H 0.520 -0.869 -4.756
H -1.551 -1.921 -4.174
H -0.858 -2.650 -2.738
H 2.176 2.345 -2.151
H 3.908 3.838 -3.489
H 5.607 2.135 -4.762
H 4.784 -0.399 -4.061
H 3.433 -0.435 -0.197
H 4.805 -2.727 0.425
H 3.734 -4.706 -1.088
H 1.826 -3.517 -2.647
H -1.986 2.358 -1.966
H -3.402 3.915 -3.714
H -5.242 2.222 -4.843
H -4.715 -0.242 -3.905
H -4.647 -2.086 -3.346
H -5.991 -3.571 -1.509
H -4.531 -3.387 0.834
H -2.503 -1.661 0.289
C -1.640 3.101 0.860
Si -1.923 1.523 1.842
C -1.460 1.949 3.592
C -3.711 0.962 1.693
N -0.989 0.098 1.343
C -0.719 -1.056 1.935
C 0.226 -1.961 1.346
C 0.495 -3.187 1.917
C -0.226 -3.658 3.030
C -1.220 -2.818 3.589
C -1.443 -1.518 3.107
H -1.825 3.985 1.502
H -2.368 3.167 0.034
H -0.629 3.240 0.445
H -1.735 3.004 3.765
H -1.998 1.327 4.329
H -0.368 1.833 3.724
H -3.894 0.450 0.736
H -3.969 0.284 2.522
H -4.373 1.837 1.756
H 0.713 -1.703 0.415
H 1.275 -3.821 1.515
H -0.110 -4.686 3.435
H -1.823 -3.166 4.451
H -2.226 -0.863 3.547
```

As for the spin multiplicity: 3. For the orbital gap (spin up / spin down), the calculation gives 6.222 / 6.368 eV. As for the expectation value of S²: 2.067. For the total energy, the calculation gives -2774.74934 a.u.

Density functional theory data (wB97M-V/def2-TZVPD) for an isolated ion of composition C3H6N4 and charge +2.

Geometry as XYZ:
```
13
Properties=species:S:1:pos:R:3
C -0.598 1.309 2.804
C 0.141 -0.361 -0.285
C -0.327 0.636 0.646
N -0.407 0.460 1.852
N -0.160 0.179 3.320
N -0.016 -0.175 -1.596
N 0.974 -1.330 0.148
H -1.088 2.277 2.900
H -0.735 1.617 0.260
H -0.599 0.498 -2.051
H 0.188 -0.804 -2.350
H 1.263 -1.417 1.118
H 1.323 -2.236 -0.319
```

As for the net charge: +2. As for the spin multiplicity: 3. For the orbital gap (spin up / spin down), the calculation gives 7.603 / 5.693 eV. As for the expectation value of S²: 2.009. For the total energy, the calculation gives -335.96471 a.u.

Density functional theory data (wB97M-V/def2-TZVPD) for a 12-piece molecular cluster, C6H35NO12 overall.

Geometry as XYZ:
```
54
Properties=species:S:1:pos:R:3
C 3.267 0.207 -0.345
N 2.182 -0.701 0.016
C 0.943 -0.117 0.167
C -0.201 -0.814 0.334
C -1.534 -0.055 0.418
C -2.721 -0.929 0.810
C -3.049 -2.087 -0.126
O -3.964 -1.616 -1.123
H 2.926 0.964 -1.042
H 4.045 -0.322 -0.894
H 3.735 0.584 0.554
H 2.245 -1.522 -0.553
H 0.851 0.908 0.417
H -0.247 -1.897 0.291
H -1.732 0.328 -0.600
H -1.465 0.848 1.028
H -3.611 -0.291 0.847
H -2.658 -1.207 1.861
H -3.602 -2.835 0.430
H -2.113 -2.369 -0.611
H -3.736 -1.878 -2.017
O -0.257 3.641 1.853
H -0.600 3.196 1.072
H -0.782 3.247 2.572
O 2.278 2.360 2.055
H 1.530 2.970 2.205
H 2.565 2.644 1.171
O 0.059 -4.136 -1.804
H -0.794 -3.784 -1.519
H 0.620 -3.375 -1.609
O -2.032 0.253 -3.379
H -2.025 1.210 -3.309
H -1.681 -0.014 -4.230
O -0.959 1.504 3.377
H -0.278 1.325 4.049
H -1.310 0.597 3.330
O -0.773 -1.457 3.192
H -0.073 -0.932 2.818
H -0.488 -1.764 4.057
O 0.559 1.697 -2.310
H 1.308 1.079 -2.340
H -0.129 1.057 -2.081
O 1.549 0.028 3.741
H 2.510 0.048 3.807
H 1.413 0.770 3.129
O 2.223 -1.372 -2.939
H 1.264 -1.512 -2.798
H 2.495 -2.233 -3.285
O -0.490 -0.797 -2.947
H -1.188 -0.477 -2.358
H -0.872 -1.054 -3.792
O 2.162 3.331 -0.569
H 1.756 3.004 -1.392
H 1.458 3.842 -0.144
```

The structure (SMILES) is CN/C=C/CCCO.O.O.O.O.O.O.O.O.O.O.O. For the orbital gap, the calculation gives 7.526 eV. For the total energy, the calculation gives -1207.09409 a.u.

Density functional theory data (wB97M-V/def2-TZVPD) for a 6-piece molecular cluster, C28H66N6 overall.

Geometry as XYZ:
```
100
Properties=species:S:1:pos:R:3
C -11.065 -15.658 13.908
C -9.591 -15.253 13.621
N -8.965 -15.926 12.446
C -8.357 -17.227 12.861
C -7.241 -17.619 11.897
C -9.859 -16.166 11.322
C -10.223 -14.843 10.620
H -11.799 -15.130 13.307
H -11.206 -15.319 14.941
H -11.224 -16.733 13.928
H -9.514 -14.197 13.345
H -9.019 -15.401 14.530
H -7.917 -17.111 13.851
H -9.183 -17.941 12.993
H -6.697 -16.715 11.619
H -6.592 -18.349 12.383
H -7.528 -18.006 10.916
H -10.802 -16.611 11.661
H -9.424 -16.908 10.659
H -11.291 -14.690 10.458
H -9.837 -14.777 9.598
H -9.824 -13.994 11.171
C -5.527 -7.308 14.067
C -4.713 -8.398 14.739
N -4.003 -9.271 13.825
C -2.977 -10.057 14.462
C -1.703 -9.269 14.754
C -4.746 -9.871 12.748
C -5.722 -10.950 13.282
H -5.805 -6.489 14.738
H -6.501 -7.708 13.784
H -4.963 -6.803 13.283
H -3.989 -8.025 15.466
H -5.370 -9.030 15.368
H -3.373 -10.527 15.377
H -2.636 -10.921 13.886
H -1.762 -8.553 15.580
H -0.891 -9.945 15.040
H -1.315 -8.695 13.912
H -4.133 -10.225 11.921
H -5.412 -9.145 12.272
H -6.505 -10.542 13.918
H -5.211 -11.764 13.807
H -6.210 -11.497 12.466
C -6.295 -7.599 5.635
C -5.635 -8.808 4.959
N -5.610 -10.030 5.755
C -4.671 -9.968 6.881
C -3.222 -10.112 6.419
C -6.932 -10.592 6.019
C -6.927 -12.058 6.398
H -6.136 -6.726 4.996
H -5.941 -7.322 6.626
H -7.372 -7.773 5.694
H -6.111 -8.985 3.994
H -4.598 -8.559 4.726
H -4.844 -8.997 7.362
H -4.943 -10.757 7.581
H -2.816 -9.149 6.110
H -2.613 -10.499 7.234
H -3.141 -10.806 5.583
H -7.519 -10.477 5.103
H -7.429 -9.915 6.730
H -6.099 -12.268 7.080
H -6.794 -12.704 5.528
H -7.862 -12.406 6.839
C -1.356 -16.233 8.756
C -2.490 -15.278 8.410
N -2.290 -14.569 7.157
C -1.093 -13.772 7.056
C -1.008 -12.611 8.087
C -3.463 -13.860 6.647
C -4.550 -14.878 6.261
H -0.427 -15.687 8.943
H -1.238 -16.979 7.973
H -1.486 -16.740 9.715
H -3.383 -15.892 8.288
H -2.696 -14.489 9.152
H -0.956 -13.313 6.074
H -0.221 -14.431 7.133
H -0.532 -12.892 9.030
H -2.027 -12.380 8.405
H -0.514 -11.744 7.656
H -3.849 -13.166 7.408
H -3.209 -13.279 5.764
H -5.338 -14.337 5.725
H -4.082 -15.658 5.667
H -5.136 -15.261 7.094
C -7.274 -16.950 7.369
C -8.070 -16.251 6.346
N -8.692 -15.709 5.548
H -6.577 -17.608 6.861
H -7.956 -17.511 8.006
H -6.812 -16.168 7.965
C -6.640 -13.868 10.075
C -5.464 -13.017 9.895
N -4.541 -12.352 9.743
H -7.401 -13.358 10.655
H -6.205 -14.696 10.645
H -7.013 -14.282 9.143
```

The structure (SMILES) is CCN(CC)CC.CCN(CC)CC.CCN(CC)CC.CCN(CC)CC.CC#N.CC#N. For the orbital gap, the calculation gives 8.150 eV. For the total energy, the calculation gives -1434.84539 a.u.

Density functional theory data (wB97M-V/def2-TZVPD) for the molecule C3H6N2O2.

Geometry as XYZ:
```
13
Properties=species:S:1:pos:R:3
H -0.277 1.868 -0.620
N 0.398 1.109 -0.633
C 0.010 0.068 -0.025
N -1.205 -0.176 0.629
C -2.246 0.716 0.741
O -3.288 0.475 1.301
O 0.788 -1.020 0.077
C 2.057 -0.920 -0.579
H -1.332 -1.081 1.062
H -2.032 1.687 0.267
H 2.607 -1.813 -0.282
H 2.595 -0.019 -0.274
H 1.926 -0.893 -1.664
```

The structure (SMILES) is [H]/N=C(\NC=O)OC. For the orbital gap, the calculation gives 10.996 eV. For the total energy, the calculation gives -377.90917 a.u.

Density functional theory data (wB97M-V/def2-TZVPD) for a 3-piece molecular cluster, C14H43B2IN6O3P2 overall.

Geometry as XYZ:
```
71
Properties=species:S:1:pos:R:3
C -5.113 -2.059 0.180
N -4.185 -1.359 -0.674
C -3.871 -2.083 -1.895
P -3.496 0.223 -0.548
O -4.177 0.896 -1.703
N -4.078 1.250 0.704
C -4.735 0.857 1.940
C -4.588 2.551 0.262
N -2.115 -0.282 0.414
C -0.855 -0.321 -0.333
C -2.139 -1.337 1.396
H -4.685 -3.008 0.536
H -6.044 -2.298 -0.351
H -5.395 -1.492 1.061
H -2.950 -2.676 -1.787
H -3.737 -1.401 -2.738
H -4.677 -2.766 -2.166
H -5.613 0.224 1.778
H -5.092 1.738 2.471
H -4.046 0.381 2.642
H -5.627 2.495 -0.087
H -3.983 2.955 -0.543
H -4.532 3.265 1.084
H -0.774 -1.216 -0.967
H 0.001 -0.303 0.343
H -0.766 0.558 -0.982
H -1.966 -2.330 0.954
H -3.067 -1.388 1.959
H -1.339 -1.148 2.115
C 4.712 0.836 0.267
N 3.774 0.373 1.262
C 2.581 1.192 1.352
P 3.778 -1.044 2.259
O 2.621 -1.787 1.654
N 4.996 -2.222 1.975
C 6.285 -2.025 1.331
C 4.508 -3.578 1.709
N 4.696 -0.311 3.567
C 3.889 0.020 4.744
C 5.732 0.673 3.382
H 5.097 1.835 0.519
H 4.243 0.904 -0.723
H 5.575 0.186 0.158
H 2.671 1.950 2.145
H 1.705 0.578 1.569
H 2.377 1.714 0.416
H 6.205 -1.577 0.336
H 6.784 -2.983 1.192
H 6.976 -1.452 1.953
H 4.219 -3.719 0.660
H 3.652 -3.814 2.331
H 5.286 -4.302 1.959
H 3.302 0.939 4.604
H 4.520 0.148 5.626
H 3.190 -0.792 4.970
H 5.336 1.698 3.321
H 6.341 0.506 2.499
H 6.402 0.624 4.244
C -3.264 2.983 -4.041
C -2.816 2.478 -5.425
B -1.847 1.237 -5.324
O -2.142 0.201 -4.456
B -0.469 1.293 -6.296
I -0.032 -0.089 -7.853
H -4.090 2.428 -3.622
H -3.588 4.017 -4.148
H -2.415 3.004 -3.363
H -2.251 3.291 -5.885
H -3.660 2.281 -6.085
H -1.536 0.192 -3.713
H 0.304 2.186 -6.133
```

The structure (SMILES) is CN(C)P(=O)(N(C)C)N(C)C.CN(C)P(=O)(N(C)C)N(C)C.CCB(O)BI. For the orbital gap, the calculation gives 7.539 eV. For the total energy, the calculation gives -2143.47556 a.u.

Density functional theory data (wB97M-V/def2-TZVPD) for the molecule C8H9NS.

Geometry as XYZ:
```
19
Properties=species:S:1:pos:R:3
C -3.209 -0.637 -0.449
C -1.961 -0.677 -0.008
C -0.676 -0.384 -0.838
S -0.184 -1.948 -1.817
C 0.400 -0.003 0.108
C 0.865 1.337 -0.007
C 1.926 1.795 0.742
C 2.623 0.822 1.401
N 2.216 -0.436 1.533
C 1.065 -0.865 0.957
H -4.122 -0.845 0.250
H -3.447 -0.349 -1.497
H -1.568 -0.831 1.044
H -1.036 0.354 -1.491
H -0.031 -1.341 -3.051
H 0.470 2.164 -0.619
H 2.434 2.727 0.791
H 3.624 0.934 1.968
H 0.611 -1.816 0.982
```

The structure (SMILES) is C=C[C@H](S)c1cccnc1. For the orbital gap, the calculation gives 9.656 eV. For the total energy, the calculation gives -763.09765 a.u.

Density functional theory data (wB97M-V/def2-TZVPD) for CH10Ba3O8 as an isolated structure.

Geometry as XYZ:
```
22
Properties=species:S:1:pos:R:3
Ba -2.403 0.386 2.450
Ba 2.964 0.944 2.055
Ba -2.472 -2.852 -0.635
C 0.264 -0.444 0.902
O 1.293 -0.622 0.246
O -0.823 -0.899 0.503
O 0.216 0.372 1.872
O 0.290 1.753 -1.317
H 0.865 2.161 -0.670
H 0.025 0.926 -0.916
O -1.336 3.020 2.317
H -1.652 3.768 2.823
H -0.385 3.132 2.291
O 1.234 -3.506 -0.003
H 0.988 -2.626 0.283
H 2.141 -3.608 0.286
O -2.586 -0.177 -2.250
H -2.260 0.416 -1.574
H -3.380 0.245 -2.577
O 2.472 -1.132 -2.178
H 2.053 -0.994 -1.329
H 2.492 -0.264 -2.580
```

As for the net charge: +5. As for the spin multiplicity: 2. For the orbital gap (spin up / spin down), the calculation gives 9.560 / 4.441 eV. As for the expectation value of S²: 0.753. For the total energy, the calculation gives -720.42765 a.u.

Density functional theory data (wB97M-V/def2-TZVPD) for C17H26N4O4SSn as an isolated structure.

Geometry as XYZ:
```
53
Properties=species:S:1:pos:R:3
Sn -0.345 -0.255 0.334
C -1.889 0.233 2.950
C -2.165 -1.192 2.477
N -0.994 -1.797 1.811
C 0.030 -2.423 2.665
C 0.937 -1.432 3.391
S 1.550 -0.151 2.257
C 0.950 1.402 3.007
C -0.280 2.048 2.358
N -1.278 1.058 1.866
H -2.816 0.695 3.286
H -1.208 0.239 3.797
H -2.490 -1.804 3.320
H -2.980 -1.191 1.749
H -1.316 -2.499 1.107
H -0.451 -3.073 3.399
H 0.631 -3.059 2.013
H 0.455 -0.952 4.241
H 1.809 -1.962 3.770
H 0.798 1.193 4.065
H 1.781 2.101 2.944
H -0.753 2.709 3.085
H 0.023 2.648 1.504
H -2.005 1.583 1.380
C -3.298 1.238 -2.692
C -2.346 0.460 -1.858
N -1.396 0.994 -1.167
O -1.390 2.380 -1.080
C -2.444 -1.006 -1.780
C -3.264 -1.831 -2.706
N -1.790 -1.531 -0.786
O -1.802 -2.776 -0.515
H -3.480 2.223 -2.272
H -4.231 0.694 -2.809
H -2.865 1.379 -3.686
H -0.453 2.617 -1.172
H -3.311 -1.380 -3.695
H -4.284 -1.955 -2.335
H -2.822 -2.823 -2.777
O 1.193 1.163 -0.322
C 1.756 0.218 -0.993
O 1.166 -0.933 -0.906
C 2.951 0.407 -1.781
C 3.538 1.674 -1.858
C 4.679 1.847 -2.615
C 5.232 0.762 -3.287
C 4.651 -0.499 -3.211
C 3.507 -0.683 -2.460
H 3.100 2.506 -1.324
H 5.144 2.821 -2.685
H 6.128 0.901 -3.878
H 5.094 -1.333 -3.738
H 3.039 -1.656 -2.391
```

As for the net charge: +2. For the orbital gap, the calculation gives 8.361 eV. For the total energy, the calculation gives -1795.29218 a.u.